<i>
Entry from the Open Molecules 2025 dataset: a structure of composition C49H63N4O3S4ScSiTe (ωB97M-V/def2-TZVPD).

Structure (XYZ):
```
126
Properties=species:S:1:pos:R:3:mulliken_charge:R:1
Sc -1.1864 -1.6901 -0.0078 -0.8995
C -0.4207 2.2395 -2.4157 -1.0547
C -1.4348 3.1067 -2.0557 -0.9122
C -2.3138 2.7107 -1.0708 -0.9731
C -2.1289 1.4766 -0.4627 -0.2550
N -1.2121 0.5948 -0.8674 2.1709
C -0.3724 0.9897 -1.8262 -1.2165
C -2.9974 1.0292 0.6406 0.6047
C -3.8013 1.9145 1.3478 -0.6094
C -4.6733 1.4052 2.2867 -1.2372
C -4.7161 0.0399 2.4994 -0.8966
C -3.8342 -0.7758 1.8026 0.6860
N -2.9756 -0.2799 0.9049 1.2743
C -3.7391 -2.2267 2.0644 0.1637
C -4.6901 -2.9168 2.8002 -1.1147
C -4.4338 -4.2317 3.1577 -0.7795
C -3.2422 -4.8080 2.7776 -0.8585
C -2.3826 -4.0679 1.9781 -0.3841
N -2.6250 -2.8089 1.6154 1.0011
H 0.3133 2.4992 -3.1655 0.4696
H -1.5372 4.0751 -2.5266 0.4860
H -3.1194 3.3579 -0.7585 0.4625
H 0.3596 0.2691 -2.1596 0.8402
H -3.6992 2.9771 1.1915 0.4609
H -5.3075 2.0683 2.8614 0.4145
H -5.3841 -0.3836 3.2336 0.3513
H -5.6166 -2.4421 3.0884 0.3647
H -5.1662 -4.7974 3.7195 0.4087
H -2.9927 -5.8312 3.0212 0.5458
H -1.4696 -4.5066 1.6061 0.3774
S 0.0699 -2.3125 2.0982 -0.4011
C 1.8034 -2.2746 1.8906 0.4071
C 2.6637 -2.7323 2.8873 -0.6086
C 4.0369 -2.7554 2.6885 -0.5984
C 4.5638 -2.3239 1.4766 -0.8690
C 3.7188 -1.8583 0.4810 -0.7628
C 2.3363 -1.8102 0.6766 0.7148
S 1.2705 -1.1738 -0.5372 -0.2603
H 2.2389 -3.0783 3.8225 0.4183
H 4.6918 -3.1142 3.4746 0.3249
H 5.6345 -2.3482 1.3064 0.3505
H 4.1209 -1.5242 -0.4682 0.5483
C 3.6245 5.6260 3.8383 -1.8420
C 2.4407 4.7246 3.4922 1.7464
C 1.2323 5.0859 4.3547 -1.6078
C 2.8263 3.2618 3.7050 -1.3926
O 2.1237 5.0062 2.1338 0.3735
Si 1.4086 3.9823 1.0094 -1.3067
S -0.2631 3.0299 1.6343 -0.4814
O 2.5507 2.8952 0.5260 0.9791
C 3.6634 2.9465 -0.3452 1.8937
C 3.1682 2.7744 -1.7803 -1.0120
C 4.4363 4.2568 -0.1903 -1.5590
C 4.5448 1.7632 0.0421 -1.8026
O 1.3019 5.0203 -0.3087 0.2968
C 0.7210 6.3068 -0.4185 1.6457
C -0.6177 6.3821 0.3139 -1.2278
C 1.6841 7.3617 0.1310 -1.6538
C 0.5131 6.5439 -1.9136 -1.5600
H 3.8766 5.5493 4.8992 0.4159
H 3.3780 6.6651 3.6083 0.3041
H 4.4979 5.3405 3.2482 0.3639
H 1.4391 4.9050 5.4137 0.4483
H 0.3784 4.4833 4.0425 0.2367
H 0.9855 6.1428 4.2200 0.2990
H 3.1741 3.1144 4.7311 0.5602
H 3.6250 2.9763 3.0189 0.1020
H 1.9746 2.6057 3.5202 0.2789
H 2.4895 3.5910 -2.0329 -0.0211
H 2.6342 1.8250 -1.8599 0.0055
H 4.0057 2.7715 -2.4843 0.5103
H 3.8240 5.1019 -0.5049 0.0817
H 5.3498 4.2310 -0.7914 0.5112
H 4.7102 4.4037 0.8565 0.1465
H 3.9385 0.8573 0.0616 0.1818
H 4.9644 1.9129 1.0396 0.4170
H 5.3660 1.6339 -0.6685 0.3967
H -0.4696 6.3229 1.3936 0.2098
H -1.2443 5.5348 0.0319 0.0312
H -1.1303 7.3187 0.0741 0.4899
H 1.9497 7.1153 1.1575 0.0544
H 1.2243 8.3540 0.0989 0.4981
H 2.5985 7.3831 -0.4672 0.3464
H -0.1726 5.7987 -2.3188 0.1395
H 1.4675 6.4486 -2.4354 0.3238
H 0.1039 7.5400 -2.1017 0.4000
Te -3.7027 -5.3653 -0.8330 -0.1594
C -3.1080 -6.9359 0.4251 -0.3865
C -1.8417 -7.2807 0.8277 0.0029
C -1.7972 -8.3603 1.7536 -0.6947
C -3.0326 -8.8443 2.0650 -0.4622
S -4.2473 -7.9681 1.2118 -0.2245
H -0.9654 -6.7669 0.4537 0.4997
H -0.8803 -8.7593 2.1691 0.3482
H -3.2734 -9.6604 2.7287 0.3607
C 0.9844 -4.2737 -5.7795 -1.7192
C 0.6914 -4.1147 -4.3075 0.6137
C 1.4389 -4.7996 -3.3641 -0.9656
C 1.1433 -4.6454 -2.0064 0.6392
C 1.9737 -5.3061 -0.9412 -1.8932
C 0.0954 -3.8262 -1.6607 0.3035
C -0.6911 -3.0912 -2.5675 -0.0811
C -0.3486 -3.2724 -3.9170 -0.1450
N -1.6539 -2.2608 -2.0189 1.2985
C -2.7667 -1.8426 -2.8992 1.5661
C -3.3196 -3.0161 -3.7483 -1.5489
C -3.9148 -1.3845 -1.9974 -1.6773
C -2.4090 -0.6620 -3.8216 -1.5467
H 1.8805 -4.8756 -5.9388 0.3592
H 1.1399 -3.3039 -6.2587 0.3442
H 0.1544 -4.7636 -6.2958 0.2981
H 2.2517 -5.4483 -3.6774 0.2503
H 2.1712 -6.3543 -1.1790 0.4622
H 1.4770 -5.2563 0.0289 0.1704
H 2.9336 -4.7944 -0.8335 0.3432
H -0.1193 -3.7645 -0.5945 0.2350
H -0.8875 -2.7547 -4.6975 0.3060
H -3.0614 -3.9766 -3.3037 0.1473
H -2.9501 -3.0072 -4.7741 0.3792
H -4.4095 -2.9540 -3.7978 0.3934
H -4.2428 -2.2050 -1.3519 0.0744
H -4.7632 -1.0543 -2.6028 0.5939
H -3.6093 -0.5432 -1.3791 0.2503
H -1.4485 -0.8093 -4.3148 0.2162
H -2.3608 0.2729 -3.2624 0.1218
H -3.1782 -0.5466 -4.5921 0.5507
```

Calculated values
Orbital gap, eV: 5.181
Net charge: -2

=====

<ii>
Entry from the Open Molecules 2025 dataset: a structure of composition C49H63N4O3S4ScSiTe (ωB97M-V/def2-TZVPD).

Structure (XYZ):
```
126
Properties=species:S:1:pos:R:3:mulliken_charge:R:1
Sc 0.3595 -0.2310 0.0989 -0.4437
C -0.8765 3.4483 -2.5598 -1.6206
C -2.2164 3.6612 -2.3433 -0.6946
C -2.8864 2.8259 -1.4633 -1.0165
C -2.1811 1.8205 -0.8199 0.6360
N -0.8966 1.5612 -1.0815 1.7344
C -0.2653 2.3626 -1.9454 -0.7366
C -2.8211 0.9998 0.2380 -0.0522
C -4.1603 1.1582 0.5835 -0.4674
C -4.7104 0.3247 1.5338 -1.7055
C -3.8937 -0.5857 2.1787 -0.9136
C -2.5524 -0.6332 1.8292 -0.0065
N -2.0492 0.0943 0.8359 1.2282
C -1.6169 -1.5544 2.5254 0.0184
C -1.9419 -2.1002 3.7589 -0.5888
C -1.0779 -3.0139 4.3363 -1.0195
C 0.0712 -3.3559 3.6536 -1.0790
C 0.3352 -2.7362 2.4402 -1.2188
N -0.4773 -1.8329 1.8890 2.1211
H -0.2982 4.0740 -3.2235 0.5856
H -2.7437 4.4629 -2.8452 0.4438
H -3.9371 2.9798 -1.2740 0.4198
H 0.7741 2.1592 -2.1352 0.6118
H -4.7719 1.9055 0.1042 0.5022
H -5.7656 0.3825 1.7693 0.4186
H -4.2967 -1.2647 2.9146 0.5672
H -2.8359 -1.7859 4.2765 0.4088
H -1.3002 -3.4430 5.3056 0.4192
H 0.7790 -4.0705 4.0503 0.4745
H 1.2274 -2.9812 1.8828 0.6380
S 2.2995 1.3449 -0.7250 -0.3926
C 3.8476 0.6699 -0.2864 0.4196
C 5.0178 1.2821 -0.7518 -0.7919
C 6.2701 0.8242 -0.3839 -0.8152
C 6.3754 -0.2721 0.4705 -0.7913
C 5.2250 -0.8881 0.9315 -0.7611
C 3.9530 -0.4366 0.5603 0.7260
S 2.5382 -1.2562 1.1751 -0.3777
H 4.9173 2.1379 -1.4093 0.4043
H 7.1593 1.3235 -0.7520 0.3215
H 7.3477 -0.6406 0.7778 0.3003
H 5.2890 -1.7397 1.5991 0.4070
C -2.1319 4.3675 5.3335 -1.8222
C -0.8220 4.5645 4.5768 2.0086
C -1.1163 4.9331 3.1233 -1.3536
C 0.0150 5.6615 5.2336 -1.6994
O -0.1112 3.3416 4.6951 0.2154
Si 0.9660 2.6191 3.6406 -3.2308
S -0.0722 1.6541 2.1597 1.2987
O 1.9557 3.8542 3.1752 0.3747
C 3.3738 3.9428 3.0396 2.3543
C 3.9358 2.6793 2.4097 -1.1781
C 3.9916 4.1852 4.4160 -1.7582
C 3.6320 5.1350 2.1270 -2.0922
O 1.9096 1.6791 4.6213 1.2016
C 1.6089 0.6921 5.5931 2.1205
C 2.8084 -0.2487 5.6166 -1.8931
C 0.3503 -0.0863 5.2356 -0.9849
C 1.4333 1.3891 6.9416 -1.8820
H -2.7153 5.2917 5.3555 0.4387
H -1.9227 4.0535 6.3585 0.3215
H -2.7184 3.5855 4.8476 0.2531
H -1.7358 5.8335 3.0862 0.5586
H -1.6295 4.1119 2.6220 0.1369
H -0.1879 5.1146 2.5797 0.1642
H -0.5150 6.6184 5.2238 0.4737
H 0.9552 5.7662 4.6911 0.0995
H 0.2405 5.3876 6.2669 0.3325
H 3.7803 1.8157 3.0571 -0.0550
H 5.0049 2.7834 2.2085 0.7637
H 3.4174 2.4918 1.4714 -0.1371
H 3.7290 3.3615 5.0800 0.0879
H 3.6107 5.1156 4.8469 0.3556
H 5.0799 4.2470 4.3377 0.4606
H 3.2090 4.9376 1.1407 0.3384
H 4.7053 5.3100 2.0210 0.4210
H 3.1626 6.0330 2.5370 0.3904
H 2.9388 -0.6958 4.6282 0.1856
H 2.6678 -1.0412 6.3570 0.4470
H 3.7138 0.3107 5.8618 0.4002
H 0.4283 -0.4520 4.2119 -0.3925
H -0.5324 0.5558 5.2898 0.2307
H 0.2270 -0.9313 5.9184 0.7257
H 2.3642 1.8815 7.2326 0.3942
H 1.1530 0.6707 7.7175 0.4124
H 0.6552 2.1483 6.8533 0.1262
Te 0.1074 -0.1442 -4.2159 -0.2648
C -0.2728 0.9771 -5.9771 0.1289
C 0.2215 0.7755 -7.2445 -0.5468
C -0.1968 1.7393 -8.2066 -0.4067
C -1.0238 2.6869 -7.6814 -0.5966
S -1.2822 2.3768 -6.0088 -0.1554
H 0.8819 -0.0523 -7.4637 0.3749
H 0.1059 1.7245 -9.2469 0.3209
H -1.4807 3.5327 -8.1718 0.3481
C 2.4537 -6.1482 -2.4764 -1.7703
C 2.4327 -4.6559 -2.2524 0.4869
C 3.4865 -3.8621 -2.6717 -1.0426
C 3.4224 -2.4809 -2.4713 0.4624
C 4.5715 -1.5863 -2.8553 -1.6936
C 2.2774 -1.9213 -1.9454 0.5610
C 1.1375 -2.6717 -1.6072 -0.0735
C 1.3003 -4.0682 -1.6941 -0.0430
N -0.0518 -2.0184 -1.2634 1.2958
C -1.3058 -2.7719 -1.5444 1.3144
C -2.4235 -1.7510 -1.7776 -0.9383
C -1.2667 -3.6087 -2.8493 -1.7569
C -1.7379 -3.6866 -0.3796 -1.2912
H 3.4728 -6.5169 -2.6087 0.4136
H 1.8836 -6.4112 -3.3726 0.2761
H 1.9991 -6.6819 -1.6377 0.3473
H 4.3554 -4.3070 -3.1490 0.3001
H 5.1418 -2.0147 -3.6834 0.4857
H 5.2508 -1.4372 -2.0105 0.1655
H 4.2064 -0.6031 -3.1541 0.2517
H 2.2476 -0.8454 -1.8351 0.6990
H 0.5355 -4.7302 -1.3170 0.1601
H -2.3412 -1.3247 -2.7780 0.3927
H -2.3470 -0.9398 -1.0727 -0.2605
H -3.4050 -2.2260 -1.6634 0.3945
H -0.5759 -3.1674 -3.5674 0.1777
H -2.2650 -3.5968 -3.2963 0.4969
H -0.9932 -4.6517 -2.6945 0.4253
H -2.0486 -3.0929 0.4774 0.0037
H -0.9248 -4.3359 -0.0551 0.0696
H -2.5821 -4.3141 -0.6861 0.5608
```

Calculated values
Orbital gap, eV: 4.512
Net charge: -2

=====

Which of them is most stable? Easy: <i>.

=====

<i>
Entry from the Open Molecules 2025 dataset: a cluster of 2 separate species, C2H8NO2P in total (ωB97M-V/def2-TZVPD).

Structure (XYZ):
```
14
Properties=species:S:1:pos:R:3:mulliken_charge:R:1
C 2.0223 0.2656 0.4911 -0.7749
C -0.4061 -0.8132 -0.9780 -0.3542
N 0.6125 0.2813 0.6037 -0.4812
O -2.0741 -0.7430 1.1901 -0.6604
O -1.6456 1.4711 -0.3023 -0.5116
P -1.8249 -0.1531 -0.1521 0.5617
H 2.3117 0.8793 -0.4186 0.2668
H 2.4155 0.8007 1.4427 0.2858
H 2.5676 -0.7723 0.3704 0.2328
H -0.3958 -0.4315 -2.0584 0.3281
H 0.0416 -1.8298 -0.6840 0.3178
H 0.1302 -0.1842 1.3013 0.2858
H -2.8024 -0.3857 -1.1055 0.0563
H -0.9525 1.6149 0.2995 0.4470
```

Calculated values
Orbital gap (spin up / spin down), eV: 9.021 / 9.014

=====

<ii>
Entry from the Open Molecules 2025 dataset: a cluster of 2 separate species, C2H8NO2P in total (ωB97M-V/def2-TZVPD).

Structure (XYZ):
```
14
Properties=species:S:1:pos:R:3:mulliken_charge:R:1
C -1.0685 1.5374 -0.3530 -0.5752
O -1.3106 0.1449 -0.1458 -0.2340
P -2.5137 -0.7685 -0.7824 0.2786
O -2.5614 -2.0013 -0.0783 -0.3811
H -0.0382 1.5218 -0.5478 0.2728
H -1.2606 2.1803 0.5523 0.2007
H -1.8108 1.7582 -1.0800 0.3665
C 1.7819 -0.3203 0.7833 -0.6269
N 1.2218 -0.7532 -0.5257 -0.4832
H 2.8077 0.1707 0.6623 0.2544
H 1.0387 0.2642 1.2724 0.2202
H 1.9149 -1.1098 1.6137 0.2621
H 1.5363 -1.6510 -0.8779 0.2671
H 0.2625 -0.9735 -0.4931 0.1780
```

Calculated values
Orbital gap, eV: 9.169
SMILES: COP=O.CN

=====

Which of them is most stable? Easy: <ii>.

=====

<i>
Entry from the Open Molecules 2025 dataset: a structure of composition C27H25N3NaO2S (ωB97M-V/def2-TZVPD).

Structure (XYZ):
```
59
Properties=species:S:1:pos:R:3:mulliken_charge:R:1
Na -1.0171 0.6940 0.4015 0.9194
C -5.5908 3.5924 0.2233 -0.4705
C -4.2115 3.6567 0.0173 -0.7037
C -3.4509 2.5097 -0.0968 -0.3170
C -4.0336 1.2260 0.0028 0.2370
C -5.4357 1.1734 0.2112 -0.2497
C -6.1799 2.3337 0.3153 -0.4737
N -3.2231 0.1225 -0.0966 -0.0311
N -3.8840 -1.0135 -0.0265 -0.5873
C -3.1646 -2.1874 -0.2202 -0.4050
C -3.9139 -3.0685 -1.0511 -0.1633
C -3.4373 -4.2563 -1.5457 -0.5219
C -2.1441 -4.6470 -1.2031 -0.7145
C -1.4374 -3.8568 -0.3207 -0.5481
C -1.9016 -2.6540 0.2440 0.5206
H -6.1843 4.4949 0.3146 0.3356
H -3.7148 4.6187 -0.0570 0.3413
H -2.3848 2.6201 -0.2667 0.4284
H -5.8986 0.2017 0.2967 0.3519
H -7.2511 2.2514 0.4791 0.3086
H -4.9009 -2.7125 -1.3201 0.3873
H -4.0583 -4.8596 -2.1997 0.3316
H -1.7058 -5.5610 -1.5879 0.3681
H -0.4558 -4.1974 -0.0127 0.1666
O 0.5194 -0.9064 -0.0305 -0.5547
N 0.3852 -2.0153 0.8119 0.4767
C 1.5465 -2.5805 1.2110 -0.1785
C 1.5830 -3.5913 2.1108 -1.0026
C 0.3160 -3.9973 2.6812 -0.0673
C -0.8272 -3.3848 2.3499 -1.3538
C -0.9582 -2.1921 1.4177 0.9172
S -1.4562 -0.8352 2.5156 -0.4765
H 2.4253 -2.1686 0.7313 0.4178
H 2.5268 -4.0374 2.3867 0.3770
H 0.2822 -4.7996 3.4111 0.3380
H -1.7674 -3.6692 2.8038 0.3806
C 6.6942 0.8085 -0.5357 -1.5366
C 5.2928 1.3519 -0.5085 1.0402
C 4.9129 2.3089 -1.5087 -0.7830
C 3.6305 2.7683 -1.5710 1.6557
C 3.2841 3.7290 -2.6842 -1.8487
C 2.6388 2.3417 -0.6269 0.2682
C 1.2926 2.7083 -0.8390 -0.8057
O 0.2926 2.3374 -0.1918 -0.6695
C 3.0284 1.4631 0.4766 1.5770
C 2.2583 1.0863 1.5383 -1.7947
C 4.3948 0.9557 0.4156 -1.3668
H 7.4280 1.6193 -0.5826 0.3443
H 6.8583 0.1819 -1.4178 0.2843
H 6.9052 0.2075 0.3498 0.3352
H 5.6485 2.6401 -2.2351 0.1891
H 4.1856 3.9761 -3.2466 0.3210
H 2.8487 4.6588 -2.3116 0.3736
H 2.5612 3.2957 -3.3794 0.3484
H 1.1030 3.3522 -1.7138 0.2660
H 1.2827 1.4948 1.7447 0.4397
H 2.6902 0.4305 2.2868 0.2645
H 1.0877 -0.2626 0.4563 0.0968
H 4.6853 0.2432 1.1831 0.2166
```

Calculated values
Orbital gap (spin up / spin down), eV: 3.904 / 4.972
Net charge: -2
Expectation value of S²: 0.772
2S+1: 2

=====

<ii>
Entry from the Open Molecules 2025 dataset: a structure of composition C27H25N3NaO2S (ωB97M-V/def2-TZVPD).

Structure (XYZ):
```
59
Properties=species:S:1:pos:R:3:mulliken_charge:R:1
Na 0.6133 1.4772 -0.0473 0.8070
C -2.9588 2.2159 -4.3637 -0.4737
C -2.7351 2.4982 -3.0170 -0.6936
C -1.6393 1.9923 -2.3619 -0.3134
C -0.7068 1.1620 -3.0266 0.3598
C -0.9489 0.8917 -4.3970 -0.6535
C -2.0406 1.4212 -5.0422 -0.3351
N 0.4024 0.8128 -2.3592 0.2766
N 1.1481 -0.1652 -2.8059 -0.9038
C 2.2887 -0.3789 -2.1127 0.0400
C 3.3416 -1.0490 -2.7665 -0.4884
C 4.4560 -1.4724 -2.0701 -0.3083
C 4.5804 -1.1948 -0.7190 -0.4587
C 3.6004 -0.4087 -0.1075 -0.6953
C 2.4280 -0.0501 -0.7341 0.0308
H -3.8219 2.6185 -4.8806 0.3307
H -3.4216 3.1499 -2.4882 0.3555
H -1.4470 2.2330 -1.3257 0.4314
H -0.2300 0.2901 -4.9372 0.3655
H -2.1816 1.2325 -6.1030 0.3097
H 3.3013 -1.1737 -3.8442 0.3332
H 5.2475 -2.0058 -2.5884 0.2918
H 5.4321 -1.5754 -0.1590 0.3200
H 3.7398 -0.1293 0.9359 0.2562
O 1.0166 3.5434 0.2778 -0.7559
N 1.5997 4.2763 1.1562 0.2890
C 2.7846 4.8302 0.8698 -0.1611
C 3.5031 5.5797 1.7772 -0.7153
C 2.9597 5.7812 3.0450 -0.0988
C 1.7251 5.2543 3.3230 -0.7539
C 1.0057 4.4938 2.3874 0.1391
S -0.5157 3.8834 2.7215 -0.4809
H 3.1373 4.6267 -0.1307 0.4203
H 4.4638 5.9927 1.5061 0.3572
H 3.4997 6.3458 3.7921 0.3288
H 1.2547 5.4022 4.2822 0.3499
C -3.0716 -5.6774 3.2053 -1.4570
C -2.5273 -4.5145 2.4216 0.7592
C -3.1124 -4.0982 1.2283 -0.8829
C -2.6558 -3.0030 0.5290 0.9846
C -3.3591 -2.6140 -0.7385 -1.8952
C -1.5652 -2.2360 1.0300 0.2963
C -1.1583 -1.0421 0.3568 0.3224
O -0.4377 -0.1369 0.8044 -0.5476
C -0.9343 -2.6903 2.2250 0.8757
C 0.2794 -1.9919 2.7491 -1.4916
C -1.4184 -3.7986 2.8802 -0.9841
H -3.9136 -6.1341 2.6853 0.3454
H -3.4186 -5.3549 4.1914 0.3084
H -2.3091 -6.4447 3.3630 0.3220
H -3.9610 -4.6547 0.8439 0.2124
H -4.1977 -3.2855 -0.9245 0.3387
H -2.6819 -2.6574 -1.5902 0.4174
H -3.7346 -1.5942 -0.6767 0.4056
H -1.5462 -0.9227 -0.6664 0.2908
H 1.0448 -1.9432 1.9772 0.3088
H 0.6770 -2.5088 3.6236 0.3511
H 0.0445 -0.9631 3.0101 0.2892
H -0.9251 -4.1356 3.7856 0.3277
```

Calculated values
Orbital gap (spin up / spin down), eV: 2.877 / 3.954
Net charge: -2
Expectation value of S²: 0.779
2S+1: 2

=====

Which of them is most stable? Easy: <i>.